[1]
C71H73CdGeN8O2 as an isolated structure, computed with ωB97M-V with the def2-TZVPD basis set.

Each line ends with the Mulliken charge.
Positions of all 156 atoms, in Å:
Cd  0.09733  -0.88665  -0.00540  7.339
Ge  0.70970  2.31685  -1.36092  3.457
O  0.38518  1.79805  0.75377  -1.441
O  1.47636  0.61090  -1.52815  0.971
N  2.18512  -0.31472  1.10256  1.682
N  0.63373  -4.21164  1.84732  0.387
N  -0.67876  -2.29475  2.05991  1.333
N  0.39828  -2.52939  -1.26321  -0.830
N  -2.35585  -0.77769  0.15692  0.996
N  -1.32308  -4.38128  3.02973  0.612
N  -4.46312  -1.52906  -0.69100  0.803
N  -2.77563  -1.01820  -2.13722  0.935
C  -3.25166  -1.97635  -3.12634  -1.320
C  -2.92256  -0.28233  1.34175  -1.337
C  4.93137  1.31899  -0.81649  -0.438
C  -4.88503  -2.30588  0.44247  -0.584
C  -1.62840  -0.25519  -2.59401  -1.311
C  1.97420  -1.81660  -4.93405  -0.569
C  0.60175  1.69047  -4.37492  0.923
C  -0.86896  -5.63624  -2.74655  -0.807
C  -0.97536  -1.65546  4.32187  0.105
C  2.15516  3.09679  1.85811  -0.186
C  1.83245  -3.47108  1.50695  -1.326
C  -0.43172  4.57229  4.69483  -0.919
C  -2.71477  -4.06389  3.21855  -1.152
C  0.71352  3.99214  -3.77132  -0.643
C  -2.37606  -5.01523  -1.00970  -0.761
C  -1.80453  4.42389  4.56056  -1.133
C  3.21076  -0.93688  0.52142  -0.685
C  -3.45087  2.93752  -2.25271  -0.493
C  -3.15205  -1.08840  -0.83865  -1.963
C  5.88852  2.32859  -0.82069  -0.814
C  -1.43463  2.80068  2.81120  0.509
C  4.26189  -1.44485  1.28173  -0.883
C  0.69719  2.65407  -3.37338  -0.673
C  -3.92467  3.65643  -1.16343  -1.027
C  -2.03703  -5.91220  -2.02295  -1.225
C  -0.79397  -5.30832  4.00496  -1.256
C  4.07980  -0.75220  -5.33641  -1.043
C  -4.62584  1.17689  2.30030  -1.506
C  1.94318  4.36158  1.30073  0.655
C  1.14892  0.90402  2.88281  -0.790
C  -1.61683  -0.98815  5.37344  -1.622
C  -4.23828  0.84427  3.56194  -1.153
C  4.46147  3.75195  2.22095  -0.764
C  -0.40091  -3.56574  -1.44454  -0.976
C  2.90827  -0.34835  -3.25877  0.326
C  -3.04789  3.99261  -0.14289  -0.560
C  1.90466  -1.21264  -3.68879  0.572
C  4.23248  4.99086  1.65552  -0.777
C  2.20855  -0.03450  2.40140  0.071
C  4.23008  -1.28186  2.65712  -1.184
C  3.15662  -1.06370  -0.97077  -1.417
C  0.54611  2.04130  -5.72025  -0.772
C  0.57957  3.37774  -6.09231  -0.767
C  4.00840  -0.14603  -4.08700  -0.545
C  -0.47075  -3.56249  2.30059  -1.057
C  3.84629  1.34851  -1.68326  0.301
C  -1.23857  2.80889  -1.25062  0.220
C  2.82370  0.21022  -1.81845  2.354
C  0.57815  -5.55451  1.28758  -1.053
C  -2.11940  2.54499  -2.30259  0.224
C  -0.08679  -4.53363  -2.47864  -0.814
C  0.66041  4.35777  -5.10937  -0.838
C  0.42313  3.86642  3.86331  -0.455
C  3.43434  2.81566  2.31653  -0.291
C  -1.61060  -3.90118  -0.72590  2.334
C  -3.93472  0.64874  1.20526  0.827
C  4.69367  3.44952  -2.55653  -1.093
C  -1.72636  3.56703  -0.19242  -1.009
C  3.05866  -1.58300  -5.77042  -0.943
C  3.20564  -0.54385  3.22914  -0.837
C  -2.45912  -0.63168  2.67062  1.108
C  -2.69118  -0.19756  5.10537  -1.032
C  0.92110  2.18032  1.99499  1.863
C  -3.12575  -0.00340  3.77052  1.409
C  -2.29662  3.53442  3.61905  -0.441
C  -5.52585  -0.87673  -1.42047  -1.200
C  3.75839  2.43097  -2.56235  0.763
C  2.95780  5.29296  1.19176  -0.763
C  -0.06261  2.99161  2.88857  0.174
C  5.77377  3.40092  -1.68528  -0.732
C  -1.38280  -1.54190  3.00636  -1.829
H  -4.11387  2.69634  -3.07590  0.397
H  3.11806  -2.06196  -6.74038  0.409
H  -3.79691  -1.46410  -3.92625  0.222
H  2.75235  6.26150  0.75204  0.431
H  2.95348  2.46032  -3.28307  0.231
H  -1.91297  -3.24230  0.07395  -1.058
H  -3.30080  -4.98664  3.17446  0.436
H  0.27609  -5.43059  3.86629  0.389
H  -4.96362  3.96231  -1.11762  0.362
H  -4.02639  -2.82750  0.84070  -0.281
H  1.34876  -6.18269  1.74861  0.244
H  -4.72798  1.27055  4.42922  0.285
H  -3.39104  4.57513  0.70485  0.471
H  -0.11992  -2.28949  4.52676  0.596
H  -2.90832  -3.56551  4.17568  0.309
H  -2.64501  -6.78203  -2.23717  0.320
H  0.67994  5.40515  -5.38974  0.395
H  -3.03969  -3.41068  2.42327  0.371
H  0.57438  0.64254  -4.10094  -0.278
H  1.18293  -2.48976  -5.24268  0.507
H  5.01977  -1.69344  3.27433  0.368
H  -5.10853  -0.22860  -2.18734  0.306
H  -5.34174  -1.70345  1.23683  0.112
H  -1.87378  0.18967  -3.56327  0.915
H  -5.60794  -3.05562  0.10683  0.427
H  0.54216  3.65591  -7.13893  0.343
H  -0.75072  -0.89681  -2.69086  0.623
H  -3.21516  0.32286  5.89768  0.397
H  -5.44300  1.86942  2.13450  0.385
H  2.35848  -1.78359  -1.22368  -0.655
H  -0.02267  5.24952  5.43518  0.449
H  -3.27320  -5.19660  -0.41786  0.275
H  -6.18111  -1.61123  -1.89995  0.270
H  2.70353  -4.04635  1.83880  0.363
H  0.77365  4.77050  -3.01250  0.273
H  -0.56692  -6.31083  -3.54386  0.342
H  5.05976  0.50479  -0.12542  0.230
H  5.03542  5.71287  1.57056  0.360
H  1.73378  3.37677  -0.98332  -0.625
H  -0.97853  -4.93507  5.02133  0.340
H  -6.13450  -0.26473  -0.74138  0.332
H  -1.27394  -6.28698  3.90949  0.338
H  -1.06687  3.82816  0.61702  0.579
H  1.82083  -2.51938  2.03246  0.142
H  4.09841  -1.47575  -1.33710  0.896
H  1.35614  1.19360  3.91487  0.808
H  1.88631  -3.29552  0.42797  0.403
H  0.48183  1.26709  -6.47667  0.460
H  -0.39808  -5.99624  1.45475  0.380
H  4.58556  4.27557  -3.24925  0.478
H  5.44604  3.50025  2.59727  0.447
H  6.72709  2.26877  -0.13722  0.388
H  3.18313  -0.33575  4.29140  0.527
H  4.94158  -0.57135  -5.96785  0.423
H  -3.89215  -2.71879  -2.66396  0.470
H  -1.26214  -1.11755  6.38898  0.387
H  -4.18700  0.97978  0.20491  0.459
H  3.65761  1.87195  2.78213  0.248
H  1.49134  4.01248  3.97215  0.369
H  6.51643  4.18961  -1.68479  0.368
H  0.81567  -4.35240  -3.05516  0.341
H  0.74720  -5.51247  0.20990  0.305
H  0.17886  0.39990  2.87270  -1.574
H  4.82096  0.49613  -3.77358  0.385
H  1.09893  -1.47107  -3.00711  -1.081
H  -1.42228  0.54920  -1.89082  -1.487
H  -1.76273  2.03160  -3.18532  0.061
H  -3.36417  3.40749  3.50969  0.513
H  5.07596  -1.96803  0.79617  0.526
H  -2.39208  -2.49808  -3.55394  0.276
H  -1.82795  2.11066  2.07530  -0.191
H  -2.48295  4.99499  5.18305  0.412
H  0.94815  4.62307  0.96339  0.142

## Properties
Frontier orbital gap in hartree: 0.18403
2S+1: 1
Charge: -1
Total energy in hartree: -5582.5413


[2]
C21H60F3O13SSn as an isolated structure in a non-equilibrium geometry, computed with ωB97M-V with the def2-TZVPD basis set.

Each line ends with the Mulliken charge.
Positions of all 99 atoms, in Å:
Sn  -0.00521  0.09373  -0.56766  0.883
S  -4.50900  0.89552  -0.07685  1.225
F  -5.31225  -0.30988  -2.31346  -0.190
F  -5.00434  1.80855  -2.62651  -0.219
F  -6.76958  1.08712  -1.43830  -0.205
O  -3.07915  0.66054  -0.40136  -0.630
O  -0.65998  1.41106  2.14790  0.856
O  -1.82917  -2.51964  0.25375  -0.201
O  2.40720  -3.67525  2.82150  -0.465
O  -0.79909  1.26722  -3.17954  -0.366
O  0.50561  3.06734  3.99110  -0.610
O  2.74126  0.57510  -2.30612  -0.390
O  -0.29300  -2.14005  -2.84500  -0.228
O  -5.06936  -0.20472  0.73288  -0.711
O  2.49369  1.01460  1.08561  -0.027
O  1.76260  -2.43782  0.34718  0.515
O  -4.70545  2.20976  0.55345  -0.667
O  0.03704  3.10026  -0.47795  -0.251
C  2.45797  -0.01715  3.23843  -0.474
C  -1.87589  1.09429  2.74286  0.136
C  2.82079  -3.05079  -0.38455  -0.183
C  1.37222  -3.09735  -4.39094  -1.220
C  -3.51395  -2.81032  -1.30848  -0.571
C  -5.47548  0.86960  -1.76699  0.522
C  1.42127  3.67555  3.14716  0.912
C  0.33396  -3.37854  3.88788  -0.776
C  -2.04337  4.17446  0.17188  -0.893
C  -1.11467  3.80470  -0.98775  0.220
C  -1.65308  0.43532  4.14305  -1.112
C  3.27156  0.24305  1.93974  -0.428
C  -1.96547  0.43992  -5.20604  -1.501
C  -2.45219  -3.50557  -0.55448  -0.423
C  1.38551  -4.37969  3.45321  -0.358
C  1.12218  5.11939  3.31223  -1.634
C  2.35402  -4.47722  -0.71301  -1.012
C  0.85726  -1.82840  -3.63296  0.583
C  -2.05704  0.86211  -3.76596  0.530
C  3.81486  1.47724  -1.86687  0.057
C  3.43777  2.86758  -2.28865  -1.135
H  0.89756  -2.65172  4.47285  0.231
H  -1.63298  3.10433  -1.64267  -0.266
H  1.73593  -1.54527  -3.05342  -0.340
H  -2.92649  -4.22480  0.11324  0.420
H  3.65856  3.01572  -3.34572  0.421
H  -0.92079  -2.60581  -3.40228  0.200
H  -0.24418  1.98297  2.79723  -0.321
H  3.88569  1.47848  -0.77917  -0.132
H  2.80154  1.91996  1.17012  0.066
H  -2.99954  4.52658  -0.21524  0.426
H  -0.07681  -2.82386  3.04426  -0.025
H  4.04967  3.57980  -1.73508  0.397
H  -0.37471  1.92517  -3.73505  0.161
H  -1.32841  -0.59879  4.02768  0.104
H  -0.89836  4.67642  -1.60533  0.412
H  2.71889  0.64593  -3.26324  0.197
H  1.46022  -4.44230  -1.33591  -0.003
H  -1.55929  4.92031  0.80234  0.350
H  1.58987  -0.63610  3.01169  -0.215
H  4.16792  0.79525  2.22206  0.417
H  3.68780  -0.68195  1.54070  0.101
H  2.37901  3.10245  -2.17935  0.182
H  -0.83565  0.90087  4.69363  0.223
H  2.46031  3.40221  3.33095  0.227
H  -2.88926  -0.02496  -5.55042  0.398
H  2.05213  0.86361  3.73610  0.084
H  0.54129  3.49484  4.84993  0.349
H  0.11842  5.38904  2.98381  0.321
H  3.74006  -3.01476  0.20005  0.346
H  1.22807  5.52597  4.31800  0.474
H  -2.45869  0.45038  2.08420  0.018
H  0.61627  3.81186  -0.19558  0.083
H  -1.67313  1.22379  -5.90476  0.420
H  1.79180  -2.83825  1.21918  -0.222
H  1.24652  3.48276  2.08868  -0.600
H  -2.83486  1.62426  -3.71892  0.322
H  -2.35859  -2.34966  1.03633  0.139
H  2.93284  -2.44084  -1.28094  0.177
H  -2.43155  0.02002  -3.18396  -0.268
H  -2.57667  0.37875  4.71916  0.410
H  -4.08460  -3.49814  -1.93247  0.473
H  -2.35557  2.06646  2.85639  0.305
H  0.95535  -5.19222  2.86767  0.270
H  -4.08050  -2.37413  -0.48576  0.300
H  -1.16731  -0.29199  -5.32984  0.276
H  2.10798  -5.09467  0.15088  0.279
H  0.59452  -3.53535  -5.01660  0.395
H  -3.22248  -1.96740  -1.93506  -0.211
H  2.27704  -2.99254  -4.98960  0.396
H  4.80661  1.15091  -2.17997  0.431
H  -2.22301  3.30330  0.80188  -0.044
H  3.10188  -4.96114  -1.34120  0.407
H  3.06345  -0.54622  3.97436  0.509
H  1.86916  -4.82026  4.32504  0.407
H  1.58373  -3.79866  -3.58377  0.230
H  -0.46633  -3.73058  4.53881  0.486
H  3.17532  -4.25060  2.79745  0.236
H  0.71479  -0.99128  -4.31635  0.039
H  -1.66610  -3.95093  -1.16424  0.157
H  1.86559  5.69121  2.75683  0.420

## Properties
ΔE to the lowest compared entry with this formula, charge and spin in kcal/mol: 0.0
Frontier orbital gap in hartree: 0.25050
2S+1: 1
Charge: +1
Total energy in hartree: -2725.9529


> Look up the frontier orbital gap of the first one.

0.18403 hartree